1.
Density functional theory data (ωB97M-V/def2-TZVPD) for C38H59Br2F16INbO13 as an isolated structure.

Values from the calculation:
Relative energy (zero: lowest compared OMol25 entry of this formula, charge and spin) = 368.3 kJ/mol
HOMO energy = -0.1942 hartree
Energy = -9561.88022 Eh
Kohn-Sham gap = 6.3 eV
Charge = -1
Molecular weight = 1407.5 g/mol

```
130
C38H59Br2F16INbO13, DFT ωB97M-V/def2-TZVPD
C -4.0811 -5.4867 4.6341
C -5.1719 -5.8869 3.5097
C -4.5485 -6.1038 2.0709
O -4.2132 -7.2426 1.7216
O -4.4045 -5.0422 1.1520
C -3.3691 -4.1234 1.6713
C -2.8423 -3.1205 0.5546
Nb -2.9161 -0.9040 1.1866
I -0.2951 -0.6957 0.0190
C -2.0330 -1.3612 3.2714
C -0.5979 -0.7107 3.5431
C 0.6422 -1.7093 3.4355
C 0.3586 -3.1002 2.7167
C 1.7141 -3.5120 1.9290
C 1.2787 -4.7349 0.9694
O 0.9497 -5.8777 1.7792
C 0.1609 -6.8303 1.0465
C -2.9296 1.2882 1.7656
C -4.1756 1.7979 2.6145
C -4.1568 3.4129 2.5098
F -3.9370 1.5013 3.9950
C -5.0457 -1.2966 1.8692
Br -5.6006 -1.3943 3.7895
C -6.1141 -1.5253 0.9507
C -5.9637 -1.5603 -0.6208
Br -7.9647 -1.8799 1.6352
H -3.0430 -5.7621 4.2719
H -4.0959 -4.3496 4.7410
H -4.3741 -6.0048 5.6032
H -6.0226 -5.1311 3.4369
H -5.6282 -6.8766 3.8445
H -2.4833 -4.8073 1.9369
H -3.7376 -3.6339 2.6242
H -1.7938 -3.4374 0.2142
H -3.5064 -3.2948 -0.3690
H -3.5209 -0.3741 -0.4741
H -2.1157 -2.4609 3.5407
H -2.7504 -0.8161 3.9883
H -0.3995 0.2440 2.9431
H -0.6201 -0.3473 4.6346
H 1.0280 -1.9412 4.4912
H 1.4997 -1.1506 2.9266
H 0.2008 -3.8970 3.5147
H -0.4534 -3.0864 1.9339
H 1.9502 -2.6545 1.2175
H 2.5619 -3.7834 2.6260
H 0.3033 -4.4154 0.4495
H 2.0242 -4.9349 0.1366
H -0.1303 -7.7314 1.6893
H 0.7606 -7.2612 0.1738
H -0.8082 -6.4101 0.6327
H -2.9469 1.8882 0.7840
H -1.9961 1.6529 2.3166
H -5.1901 1.4859 2.2261
H -3.1244 3.8192 2.7311
H -4.9337 3.8020 3.2418
H -4.4983 3.6984 1.4589
H -5.5695 -0.5505 -0.9820
H -7.0108 -1.6427 -1.0810
H -5.3663 -2.4289 -1.0257
C 2.3891 -0.0928 -2.9131
C 2.6865 0.7548 -1.6927
O 3.9860 1.3730 -1.7929
C 4.0709 2.4239 -2.6174
O 3.1505 2.8637 -3.2568
C 5.4854 3.0007 -2.6053
F 6.4286 2.0545 -2.7699
F 5.7681 3.6223 -1.4387
F 5.6851 3.9044 -3.5771
H 3.1775 -0.8287 -3.0665
H 1.4359 -0.6091 -2.8009
H 2.3438 0.5151 -3.8201
H 2.7103 0.1183 -0.8062
H 1.9151 1.5104 -1.5240
C 0.6035 9.0307 4.2760
C -0.1283 8.6116 3.0154
O -0.9197 7.4333 3.2411
C -2.0658 7.6147 3.9180
O -2.4510 8.6754 4.3312
C -2.8199 6.2963 4.0575
F -2.0324 5.3000 4.5014
F -3.3291 5.8909 2.8794
F -3.8483 6.3765 4.9146
H 1.2068 8.2043 4.6594
H 1.2527 9.8852 4.0791
H -0.0944 9.3073 5.0691
H 0.5985 8.3559 2.2415
H -0.7497 9.4187 2.6186
C 2.9492 6.2172 -2.2882
C 3.7619 6.0094 -1.0278
O 4.1697 7.2670 -0.4563
C 3.2184 7.9489 0.1997
O 2.0832 7.5783 0.3313
C 3.7855 9.2400 0.7806
F 4.4870 9.9455 -0.1256
F 4.6188 8.9996 1.8107
F 2.8282 10.0590 1.2444
H 3.5051 6.8263 -3.0054
H 2.7030 5.2596 -2.7481
H 2.0167 6.7467 -2.0813
H 4.6742 5.4660 -1.2764
H 3.2215 5.4111 -0.2890
C 8.9195 -0.8197 -4.8348
C 8.3864 -2.1481 -5.3361
O 7.0025 -2.3163 -4.9897
C 6.1255 -1.6152 -5.7275
O 6.4302 -0.8826 -6.6288
C 4.6958 -1.9032 -5.2821
F 4.5453 -1.8051 -3.9471
F 4.3054 -3.1453 -5.6222
F 3.8056 -1.0641 -5.8284
H 8.7562 -0.7247 -3.7586
H 9.9864 -0.7285 -5.0432
H 8.4059 0.0200 -5.3076
H 8.9302 -2.9628 -4.8538
H 8.5268 -2.2619 -6.4143
C -3.5939 -6.0589 -4.7119
C -3.2557 -5.1922 -3.5140
O -1.9603 -4.5873 -3.6595
C -1.8895 -3.5488 -4.5077
O -2.8205 -3.1150 -5.1307
C -0.4749 -2.9802 -4.5423
F 0.4604 -3.9350 -4.7122
F -0.1722 -2.3443 -3.3991
F -0.2963 -2.0955 -5.5354
H -2.8133 -6.8061 -4.8747
H -4.5482 -6.5661 -4.5638
H -3.6601 -5.4662 -5.6269
H -3.2113 -5.8134 -2.6172
H -4.0165 -4.4275 -3.3375
```


2.
Density functional theory data (ωB97M-V/def2-TZVPD) for a 5-piece molecular cluster, C13H21Cl3O14S2 overall.

Values from the calculation:
Relative energy (zero: lowest compared OMol25 entry of this formula, charge and spin) = 343.9 kJ/mol
HOMO energy = -0.3899 hartree
Structure (SMILES) = C[C@H]1COC(=O)O1.C[C@H]1COC(=O)O1.O=S1(=O)OCCO1.O=S1(=O)OCCO1.ClC(Cl)Cl
Energy = -3738.11295 Eh
Kohn-Sham gap = 10.3 eV
Molecular weight = 571.8 g/mol

```
53
C13H21Cl3O14S2, DFT ωB97M-V/def2-TZVPD
C 3.8176 5.1677 -3.5177
C 2.4274 4.9935 -4.2527
C 1.0340 4.9977 -3.5677
O 0.2648 5.7040 -4.4779
C 1.0657 6.3671 -5.3227
O 0.6798 7.3083 -6.0306
O 2.2875 6.0177 -5.1690
H 3.9419 6.1124 -2.9885
H 4.5368 5.0531 -4.3287
H 3.8974 4.3420 -2.8106
H 2.5076 4.0774 -4.8379
H 1.2063 5.4577 -2.5947
H 0.5805 4.0073 -3.6065
C 1.0969 -5.1161 3.1552
C 1.2605 -4.3619 1.7992
C 2.3949 -4.7826 0.9236
O 1.8109 -4.8605 -0.3273
C 0.4119 -4.9408 -0.2160
O -0.3848 -5.1634 -1.1262
O 0.1395 -4.5986 1.0311
H 1.0597 -6.1924 2.9870
H 0.1960 -4.8556 3.7108
H 1.8632 -5.1253 3.9304
H 1.2450 -3.2940 2.0169
H 2.9650 -5.6194 1.3274
H 3.0399 -3.9116 1.0399
O 2.0449 6.8701 2.8971
S 2.7209 5.6549 2.3893
O 4.1570 5.6653 2.1833
O 2.2582 4.3923 3.4416
C 1.5559 3.3287 2.8021
C 0.9713 4.0684 1.5656
O 1.9286 4.9681 1.1103
H 2.1454 2.5942 2.2534
H 0.7423 2.8910 3.3805
H 0.0881 4.6295 1.8710
H 0.6224 3.3732 0.8020
O -5.9277 -4.1447 4.5882
S -5.3655 -5.0749 3.6338
O -4.7456 -6.2789 4.1702
O -6.4329 -5.5023 2.4456
C -6.3471 -4.7371 1.2345
C -4.8641 -4.2954 1.2201
O -4.3376 -4.3961 2.4763
H -6.5571 -5.4399 0.4283
H -6.9927 -3.8612 1.2992
H -4.5927 -3.4494 0.5887
H -4.2200 -5.0920 0.8475
Cl 0.5629 0.0550 -1.9764
C -0.8899 -0.6618 -2.7808
Cl -0.3676 -1.2128 -4.3509
Cl -2.2247 0.4321 -2.9656
H -1.2788 -1.5602 -2.3015
```


3.
Density functional theory data (ωB97M-V/def2-TZVPD) for C11H15ClHfI2N2OPS as an isolated structure.

Values from the calculation:
Relative energy (zero: lowest compared OMol25 entry of this formula, charge and spin) = 0.0 kJ/mol
HOMO energy = -0.6523 hartree
Energy = -2454.92473 Eh
Kohn-Sham gap = 3.9 eV
Charge = +3
Molecular weight = 722.0 g/mol

```
35
C11H15ClHfI2N2OPS, DFT ωB97M-V/def2-TZVPD
I 1.6346 -0.1400 3.2347
I 3.1799 -1.4929 1.6786
Hf -0.2415 1.1834 -0.7994
P 2.2731 2.1144 0.6186
C 3.7873 1.9061 1.8014
C 3.2047 2.7284 -0.8552
H 0.9243 4.2119 0.6465
H 2.6324 4.3924 1.2320
H 1.3925 3.6380 2.2933
C 1.7294 3.7623 1.2517
H 2.5350 3.0798 -1.6567
H 3.8349 3.5460 -0.4719
H 4.4903 2.7453 1.6669
H 4.3375 0.9757 1.5992
H 3.8469 1.9061 -1.2187
H 3.5228 1.8167 2.8649
C 0.3655 -2.6388 2.0182
O 0.1598 -3.6362 2.5522
Cl -0.2799 2.7751 -2.4243
N -3.1026 1.4622 -0.2670
C -3.0944 0.0858 -0.6081
N -1.9171 -0.4952 -0.7858
C -2.1012 -1.9447 -1.0427
C -1.1092 -2.9239 -1.1859
C -1.5370 -4.2749 -1.1591
C -2.8964 -4.6189 -1.3260
C -3.8899 -3.6256 -1.3136
C -3.4705 -2.3040 -1.0804
S -4.5143 -0.8826 -0.8067
H -4.0566 1.8232 -0.2207
H -2.5279 2.0120 -0.9341
H -0.0817 -2.5668 -1.2721
H -0.8513 -5.1107 -1.0784
H -3.2315 -5.6698 -1.4116
H -4.9477 -3.8398 -1.5399
```


4.
Density functional theory data (ωB97M-V/def2-TZVPD) for a 12-piece molecular cluster, C27H83N5O12 overall.

Values from the calculation:
Relative energy (zero: lowest compared OMol25 entry of this formula, charge and spin) = 1633.6 kJ/mol
HOMO energy = -0.3138 hartree
Structure (SMILES) = COC[C@H](C)N.COC[C@H](C)N.COC[C@H](C)N.COC[C@H](C)N.COC[C@H](C)N.CO.CO.CO.CO.CO.CO.CO
Energy = -2254.34953 Eh
Kohn-Sham gap = 8.8 eV
Molecular weight = 670.0 g/mol

```
127
C27H83N5O12, DFT ωB97M-V/def2-TZVPD
C 0.2303 0.8181 -1.9231
O 0.1766 0.7794 -0.5707
C -0.3102 -0.4016 -0.1435
C -0.5108 -0.4228 1.4025
C 0.8225 -0.8221 2.0565
N -1.3577 -1.4446 1.7872
H 1.0215 0.2094 -2.2995
H 0.7372 1.8585 -2.2124
H -0.8079 0.9351 -2.3291
H -1.3756 -0.2987 -0.3093
H 0.2600 -1.3949 -0.4466
H -1.0042 0.5348 1.8817
H 1.2730 -1.7602 1.7499
H 1.0123 -0.9711 3.2806
H 1.5381 0.0247 2.0106
H -2.1983 -1.4482 1.2289
H -1.5781 -1.1361 2.5997
C -1.9200 -5.8013 5.5243
O -1.0551 -5.9736 4.3319
C -1.4634 -5.0013 3.3570
C -0.3231 -5.0878 2.2248
C 1.0346 -4.6192 2.6801
N -0.8076 -4.3349 1.1697
H -2.6477 -4.8990 5.3343
H -1.1042 -5.5083 6.4147
H -2.5051 -6.5755 5.5733
H -2.4909 -5.0200 3.0394
H -1.1503 -4.1732 3.9753
H -0.4911 -6.1897 1.9367
H 1.8513 -4.7146 1.9456
H 1.4138 -5.2884 3.5396
H 0.9050 -3.5871 3.0838
H -0.5484 -3.3162 1.5974
H -1.8795 -4.4134 1.3243
C 6.8410 4.4440 -0.9298
O 5.7930 4.2025 -0.1349
C 4.9215 3.0422 -0.4680
C 3.6218 2.8131 0.3488
C 3.9018 2.7379 1.9025
N 3.0317 1.6488 -0.1096
H 7.5270 5.2770 -0.4647
H 6.5456 4.6531 -1.9127
H 7.4431 3.5447 -0.7163
H 4.7245 3.0760 -1.6132
H 5.5389 2.1270 -0.3274
H 3.0193 3.5885 0.2221
H 4.3439 3.7348 2.2596
H 4.8800 1.8948 2.2110
H 3.0820 2.7033 2.4872
H 2.0429 1.5471 0.1359
H 2.9867 1.5874 -1.1374
C 0.0807 3.1452 3.2653
O -0.9315 3.5877 2.4180
C -0.4920 4.0519 1.0567
C -1.7375 4.4445 0.3477
C -2.5291 3.2185 0.0300
N -1.4037 4.9940 -1.0117
H 0.7804 2.6631 2.6599
H -0.1215 2.7360 4.3263
H 0.6580 4.1316 3.4580
H 0.1172 5.0343 1.1979
H 0.3340 3.4199 0.6478
H -2.4760 5.3554 0.7967
H -1.7951 2.3817 -0.2849
H -3.0303 3.2586 -0.8471
H -3.0769 2.8080 0.9253
H -0.7706 5.8952 -0.7395
H -2.3926 5.4549 -1.4270
C -5.1524 2.3302 -5.2408
O -4.1332 1.4174 -4.9361
C -4.6707 0.3498 -4.0878
C -3.7072 -0.8476 -4.0266
C -3.4270 -1.6021 -5.4232
N -4.2339 -1.8179 -3.1913
H -4.6675 2.9960 -5.9253
H -5.4052 2.7752 -4.2908
H -6.0312 1.9995 -5.3341
H -4.9675 0.7010 -3.0909
H -5.5935 0.0533 -4.6860
H -2.7190 -0.5144 -3.6158
H -2.9326 -2.5245 -5.3168
H -2.8389 -0.8779 -6.0997
H -4.3983 -1.5857 -5.8828
H -3.8759 -2.6790 -3.2610
H -5.2062 -2.1616 -3.3912
C -2.1078 3.5092 -4.3435
O -0.9574 4.0174 -3.8115
H -1.9838 2.6024 -4.6540
H -2.3553 4.1544 -5.2502
H -3.0970 3.6406 -3.7951
H -0.8695 3.6447 -2.9904
C 4.1368 0.5105 -3.5249
O 3.3372 1.5217 -3.0149
H 3.6187 -0.5672 -3.2910
H 5.1832 0.5875 -3.2961
H 3.9928 0.7162 -4.6560
H 2.8819 2.2225 -3.7062
C -4.8443 -0.3490 -0.0364
O -3.7807 -1.1761 -0.5647
H -5.6651 -0.8841 0.6281
H -5.5796 -0.0642 -0.7100
H -4.3077 0.3838 0.6266
H -3.9808 -1.5433 -1.4804
C 1.1188 -3.9652 -1.7813
O 1.4076 -4.7345 -0.5958
H 2.1325 -3.6328 -2.2448
H 0.7718 -2.9703 -1.4936
H 0.3377 -4.4880 -2.3533
H 0.7010 -4.4908 0.0131
C 4.1414 -2.6925 3.5516
O 5.5253 -2.7272 3.6376
H 3.6334 -2.5506 2.6729
H 3.7219 -1.7155 3.9080
H 3.8344 -3.5050 4.1319
H 5.7126 -1.9160 3.3374
C 4.1349 -1.7293 -0.3325
O 4.8214 -0.5155 0.1244
H 3.0454 -1.7293 0.1946
H 4.6437 -2.6135 -0.2299
H 3.9092 -1.6501 -1.3329
H 4.3472 0.2120 0.1500
C -2.0006 -0.6715 5.2746
O -2.9462 -0.4528 4.3269
H -1.9534 -1.6111 5.4229
H -2.3032 -0.3496 6.2670
H -1.0060 -0.4263 5.0649
H -3.5976 0.2278 4.5687
```


5.
Density functional theory data (ωB97M-V/def2-TZVPD) for a 2-piece molecular cluster, C5H9NSe overall.

Values from the calculation:
Relative energy (zero: lowest compared OMol25 entry of this formula, charge and spin) = 240.2 kJ/mol
HOMO energy = -0.3139 hartree
Energy = -2651.98323 Eh
Kohn-Sham gap = 9.1 eV
Molecular weight = 162.1 g/mol

```
16
C5H9NSe, DFT ωB97M-V/def2-TZVPD
C -0.5206 -1.6327 0.2992
C -1.3688 -0.5328 0.7946
C -0.8124 0.8722 0.6361
C -0.0155 0.9177 -0.6699
C 0.9476 -0.2478 -0.7773
N 0.5353 -1.4876 -0.3374
Se 2.6035 0.1180 0.4267
H -1.0206 -2.5727 0.4859
H -2.2967 -0.7488 0.2775
H -1.5548 -0.8359 1.7885
H -1.6351 1.7668 0.4691
H -0.0625 1.2110 1.4475
H -0.6943 0.8941 -1.4772
H 0.5269 1.8817 -0.7653
H 1.6990 -0.4151 -2.0514
H 3.6688 0.8118 -0.5466
```


6.
Density functional theory data (ωB97M-V/def2-TZVPD) for a 10-piece molecular cluster, C55H55N5O10 overall.

Values from the calculation:
Relative energy (zero: lowest compared OMol25 entry of this formula, charge and spin) = 76.6 kJ/mol
HOMO energy = -0.2806 hartree
Structure (SMILES) = Oc1ccc(O)cc1.Oc1ccc(O)cc1.Oc1ccc(O)cc1.Oc1ccc(O)cc1.Oc1ccc(O)cc1.c1ccncc1.c1ccncc1.c1ccncc1.c1ccncc1.c1ccncc1
Energy = -3154.40000 Eh
Kohn-Sham gap = 7.9 eV
Molecular weight = 946.1 g/mol

```
125
C55H55N5O10, DFT ωB97M-V/def2-TZVPD
O -3.9905 3.2902 0.2852
C -4.3109 2.0557 0.3371
C -5.3042 1.6045 1.2191
C -5.6986 0.0758 1.2684
C -4.9875 -0.8325 0.4388
O -5.2319 -2.1120 0.4271
C -4.0718 -0.2699 -0.4847
C -3.6880 1.1056 -0.4948
H -4.5509 3.9076 0.8503
H -5.9737 2.2186 1.8955
H -6.4604 -0.3501 1.9171
H -4.6962 -2.6411 -0.0832
H -3.6952 -0.9741 -1.2083
H -3.1521 1.4452 -1.2075
O -4.0311 5.4352 6.0040
C -2.9364 4.7501 5.6220
C -3.0054 3.8533 4.4599
C -1.7894 3.2372 3.9296
C -0.5795 3.4356 4.4925
O 0.5277 2.8104 4.0498
C -0.5176 4.2782 5.6234
C -1.6381 5.1084 6.0591
H -4.9441 5.1443 5.8183
H -3.8165 3.6738 3.8578
H -1.9495 2.4351 3.0992
H 1.5763 3.2514 4.3773
H 0.4847 4.3900 6.1501
H -1.5560 5.7053 6.8915
O -1.9599 1.2195 6.7943
C -2.7386 0.4925 5.8882
C -2.0837 0.0661 4.7545
C -2.8720 -0.7871 3.7397
C -4.1069 -1.3398 4.1841
O -4.8689 -1.9804 3.2731
C -4.5778 -0.9550 5.4110
C -3.9435 -0.0655 6.3156
H -1.5755 2.0734 6.6071
H -1.1548 0.0209 4.4697
H -2.4993 -1.0724 2.8488
H -4.6713 -1.9315 2.2535
H -5.4842 -1.2570 5.6418
H -4.2770 0.1203 7.2277
O -5.9067 -0.7010 -4.1170
C -4.5033 -0.7860 -4.4129
C -3.8578 -1.8958 -4.8640
C -2.3812 -1.7768 -5.0929
C -1.6288 -0.6471 -4.4953
O -0.3226 -0.5140 -4.6045
C -2.4239 0.3898 -3.9781
C -3.8267 0.3532 -3.9312
H -6.2298 0.2021 -3.8819
H -4.2162 -2.7784 -5.1469
H -1.9234 -2.6469 -5.5015
H -0.0832 0.4044 -4.9913
H -1.9027 1.1798 -3.8760
H -4.2596 1.1753 -3.3400
O 3.8998 3.9995 -1.6171
C 3.8258 4.1714 -0.2739
C 4.3093 5.2518 0.4208
C 4.1504 5.3913 1.8981
C 3.5934 4.3155 2.5127
O 3.2283 4.3647 3.8471
C 3.1674 3.1793 1.8753
C 3.2234 3.1499 0.4608
H 4.5319 4.7522 -2.0304
H 4.7707 6.1415 -0.0056
H 4.4057 6.3252 2.4603
H 3.7611 4.9264 4.4940
H 2.7851 2.4142 2.3380
H 2.8234 2.3881 -0.0669
C 1.4752 0.0611 1.3540
C 1.8452 -0.4684 0.0484
C 0.7690 -0.5026 -0.8876
N -0.3410 0.2221 -0.7464
C -0.6985 0.6200 0.5361
C 0.2458 0.6101 1.5975
H 2.0313 0.2076 2.1892
H 2.9308 -0.8485 -0.1025
H 0.9670 -1.0739 -1.9702
H -1.7121 0.9108 0.7504
H -0.1663 0.9089 2.4213
C 7.3906 -1.2563 -0.4325
C 6.3501 -0.3041 -0.4320
C 6.5740 0.9550 -0.0482
N 7.8639 1.3982 0.4172
C 8.7674 0.4921 0.4394
C 8.6414 -0.8122 -0.0918
H 7.2173 -2.2122 -0.6525
H 5.6094 -0.6789 -0.8974
H 5.7710 1.8122 -0.1219
H 9.8271 0.7433 0.7255
H 9.4838 -1.2658 -0.1627
C 0.9600 -4.1207 -4.0707
C 1.2613 -5.4370 -3.7214
C 2.0940 -6.2695 -4.5695
N 2.8092 -5.7597 -5.5704
C 2.4902 -4.5780 -6.0681
C 1.5114 -3.7229 -5.3603
H 0.3902 -3.3847 -3.4021
H 0.6636 -5.8244 -2.6862
H 2.1909 -7.3715 -4.4434
H 3.0612 -4.0720 -6.8143
H 1.2412 -2.7549 -5.5681
C -3.3662 -4.7233 -2.0689
C -2.4840 -3.5965 -1.6935
C -2.2396 -3.2353 -0.4410
N -2.7443 -3.8442 0.6405
C -3.4360 -4.9574 0.3512
C -3.8496 -5.4934 -0.9648
H -3.4179 -4.7960 -3.0566
H -1.9454 -3.0702 -2.6241
H -1.5446 -2.4582 -0.3414
H -3.9545 -5.5093 1.1525
H -4.5714 -6.1778 -1.2807
C 5.7805 -0.8332 -4.0599
C 4.7817 0.1902 -3.9629
C 3.5966 -0.2161 -3.3061
N 3.2941 -1.4928 -2.8969
C 4.1705 -2.3695 -3.2735
C 5.4782 -2.1478 -3.8095
H 6.6360 -0.3213 -4.5618
H 5.1047 1.1580 -4.2125
H 2.8035 0.5422 -3.2583
H 3.9351 -3.3754 -3.1891
H 6.2473 -2.8616 -3.8850
```


> The highest relative energy (zero: lowest compared OMol25 entry of this formula, charge and spin) belongs to which entry?

C27H83N5O12